{
  "formula": "C9H9N3O2",
  "method": "ωB97M-V with the def2-TZVPD basis set",
  "elements": ["O", "C", "C", "C", "N", "C", "O", "N", "H", "H", "H", "H", "C", "C", "C", "N", "C", "C", "H", "H", "H", "H", "H"],
  "positions_angstrom": [[-2.9110, -3.1865, -1.3724], [-2.0585, -2.3235, -1.2887], [-1.3541, -1.7651, -2.3575], [-0.4858, -0.7887, -2.3460], [-0.2126, -0.0359, -1.1358], [-1.1388, -0.3863, -0.0699], [-1.3179, 0.5405, 0.7579], [-1.8009, -1.6291, -0.0380], [-1.8834, -2.2311, -3.3465], [0.0818, -0.2595, -3.1730], [0.2889, 0.7576, -1.0977], [-2.6313, -1.5918, 0.5791], [2.0406, 0.4033, 0.7930], [2.9760, 1.3137, 0.3973], [2.8531, 2.5724, 1.1000], [1.9252, 2.8590, 1.9374], [0.9501, 1.9879, 2.1821], [1.0289, 0.7019, 1.7045], [1.9247, -0.6611, 0.4119], [3.8225, 1.0496, -0.3202], [3.5906, 3.3248, 1.0817], [0.0252, 2.2824, 2.7558], [0.3617, -0.1537, 1.9907]],
  "forces_ev_per_a": [[0.81, 0.56, 0.38], [-1.44, 0.10, 2.59], [-1.85, -2.49, -5.28], [2.79, 4.47, 1.07], [-5.00, -7.95, -0.67], [0.59, 4.41, 1.08], [-0.67, -3.08, -1.66], [-0.09, 0.95, -0.83], [2.20, 1.28, 2.09], [-1.15, -1.38, 0.53], [1.80, 3.27, 0.28], [0.92, -0.18, -0.25], [-0.84, -2.63, -0.37], [1.00, 1.22, 0.13], [1.60, -2.10, -1.47], [-2.13, 0.94, 1.10], [-1.39, -0.60, 0.71], [0.05, -1.05, 0.42], [0.94, 1.46, 0.19], [-1.36, 0.66, 1.09], [1.12, 0.65, -0.71], [1.40, -0.02, -0.37], [0.70, 1.49, -0.05]],
  "de_lowest_ev": 3.119,
  "total_charge": 0,
  "e_homo_ev": -9.25,
  "e_tot_ev": -18042.635
}

=====

{
  "formula": "C5H8",
  "method": "ωB97M-V with the def2-TZVPD basis set",
  "elements": ["C", "C", "C", "C", "C", "H", "H", "H", "H", "H", "H", "H", "H"],
  "positions_angstrom": [[-0.5636, -0.7845, 0.8619], [0.2270, -1.1113, -0.4488], [-0.6349, -1.0456, -1.5763], [0.3587, 1.4594, -0.0919], [0.5571, 0.0741, 0.4672], [-1.5750, -0.4098, 0.7385], [-0.4375, -1.5188, 1.6510], [0.8954, -1.9694, -0.3756], [-1.2724, -0.1368, -1.5243], [1.0224, 1.6210, -0.9433], [0.5955, 2.2167, 0.6495], [-0.6544, 1.6741, -0.4356], [1.4815, -0.0691, 1.0278]],
  "forces_ev_per_a": [[-0.17, 0.20, 0.31], [-0.05, -0.44, -0.62], [-0.07, -0.13, 0.15], [0.06, 0.37, -0.06], [-0.12, 0.15, 0.04], [0.15, -0.10, -0.01], [0.01, 0.10, -0.15], [-0.11, 0.18, 0.09], [0.37, -0.11, 0.13], [0.04, 0.00, 0.05], [0.05, 0.07, 0.19], [0.02, -0.26, 0.10], [-0.17, -0.04, -0.23]],
  "de_lowest_ev": 3.921,
  "total_charge": 0,
  "e_homo_ev": -8.08,
  "e_tot_ev": -5310.246
}

=====

{
  "formula": "C40H33N5O8SV",
  "method": "ωB97M-V with the def2-TZVPD basis set",
  "elements": ["V", "C", "C", "O", "C", "C", "C", "N", "N", "C", "O", "C", "C", "C", "C", "C", "C", "H", "H", "H", "H", "H", "H", "H", "H", "H", "H", "H", "H", "O", "C", "O", "C", "C", "C", "C", "C", "N", "C", "O", "O", "H", "H", "H", "C", "O", "C", "C", "C", "C", "C", "C", "N", "C", "C", "C", "C", "C", "C", "C", "O", "H", "H", "H", "H", "H", "H", "H", "H", "H", "H", "H", "H", "H", "S", "C", "N", "C", "C", "C", "C", "C", "C", "H", "H", "H", "H", "H"],
  "positions_angstrom": [[0.3338, -0.1927, 0.2152], [-2.9824, 1.1470, -1.9685], [-2.0921, 1.0251, -0.7626], [-0.9565, 0.4700, -0.9678], [-2.4806, 1.5316, 0.4596], [-1.5972, 1.6259, 1.5688], [-2.1230, 2.1578, 2.8717], [-0.3471, 1.2687, 1.4720], [0.4417, 1.5254, 2.5964], [1.5662, 0.8838, 2.4807], [1.8824, 0.1351, 1.4859], [2.5342, 1.0006, 3.6068], [2.0981, 1.1800, 4.9167], [3.0137, 1.2486, 5.9558], [4.3752, 1.1436, 5.6972], [4.8135, 0.9616, 4.3921], [3.8970, 0.8810, 3.3536], [-2.6837, 2.0307, -2.5396], [-4.0288, 1.2526, -1.6809], [-2.8559, 0.2663, -2.5971], [-3.4880, 1.9059, 0.5771], [-3.1547, 2.4905, 2.7616], [-1.5027, 2.9723, 3.2439], [-2.0774, 1.3552, 3.6107], [1.0340, 1.2556, 5.0963], [2.6653, 1.3752, 6.9743], [5.0901, 1.1925, 6.5105], [5.8738, 0.8782, 4.1840], [4.2208, 0.7194, 2.3332], [3.4987, -1.1215, -2.1264], [2.5307, -1.0626, -1.3790], [1.6908, -0.1037, -1.2533], [2.2564, -2.1999, -0.3999], [3.0927, -3.2682, -0.1421], [2.7755, -4.1134, 0.9150], [1.6518, -3.8573, 1.6908], [0.8785, -2.7564, 1.3740], [1.1875, -1.9740, 0.3515], [-0.3810, -2.2946, 2.0904], [-0.8159, -2.9451, 3.0349], [-0.8530, -1.2239, 1.5755], [3.9714, -3.4012, -0.7581], [3.4123, -4.9602, 1.1433], [1.3625, -4.4715, 2.5320], [-0.5455, 1.9130, -5.2485], [-0.7008, 0.8195, -6.1427], [0.1055, -0.2681, -5.8089], [1.4103, -0.3313, -6.2505], [2.1953, -1.4327, -5.9334], [1.6373, -2.4577, -5.1800], [0.3243, -2.4064, -4.7415], [-0.4699, -1.2947, -5.0358], [-1.7878, -1.1199, -4.6759], [-2.7501, -1.9507, -4.0919], [-2.7720, -2.7992, -2.9686], [-3.9679, -3.5661, -2.8275], [-4.2169, -4.4107, -1.7732], [-3.2500, -4.5308, -0.7620], [-2.0890, -3.7996, -0.8326], [-1.7739, -2.8886, -1.8941], [-0.6983, -2.2271, -1.8694], [0.4846, 2.2768, -5.2479], [-0.8132, 1.6281, -4.2262], [-1.2094, 2.7049, -5.5963], [1.7993, 0.4878, -6.8457], [3.2305, -1.4781, -6.2458], [2.2476, -3.3069, -4.8993], [-0.0825, -3.1973, -4.1364], [-2.1867, -0.3443, -5.1786], [-3.7012, -1.8489, -4.6075], [-4.7163, -3.4635, -3.6100], [-5.1447, -4.9703, -1.7238], [-3.4245, -5.1894, 0.0828], [-1.3540, -3.8710, -0.0394], [2.7002, 4.9452, -0.0232], [1.4017, 3.7877, 0.2210], [1.2165, 2.9411, -0.7141], [2.1318, 3.1242, -1.7424], [2.2366, 2.3281, -2.8825], [3.2254, 2.6170, -3.8005], [4.1021, 3.6915, -3.6100], [4.0124, 4.4920, -2.4866], [3.0250, 4.1913, -1.5520], [0.8208, 3.8144, 1.1343], [1.5823, 1.4743, -2.9896], [3.3406, 1.9747, -4.6641], [4.8744, 3.8892, -4.3440], [4.6966, 5.3165, -2.3291]],
  "forces_ev_per_a": [[-0.37, 0.53, 0.58], [-0.01, -0.07, 0.02], [-0.01, 0.04, 0.20], [-0.96, 0.61, -1.06], [0.00, -0.12, -0.04], [0.10, 0.17, -0.09], [-0.03, 0.07, -0.05], [-0.10, 0.37, 0.45], [0.02, 0.07, 0.10], [-0.25, -0.05, 0.05], [0.33, 0.34, 0.37], [0.11, -0.02, -0.03], [0.00, 0.08, -0.03], [0.02, 0.00, 0.01], [-0.01, -0.01, -0.01], [0.00, 0.01, 0.02], [0.02, -0.02, -0.01], [0.00, -0.01, -0.03], [0.00, 0.04, -0.01], [-0.01, -0.04, 0.00], [0.00, 0.02, -0.01], [0.00, -0.01, -0.01], [0.00, 0.00, 0.02], [0.01, 0.02, 0.02], [0.00, 0.00, 0.01], [-0.01, 0.00, 0.00], [0.00, 0.01, 0.00], [0.00, -0.01, -0.01], [-0.02, -0.02, 0.00], [-0.01, -0.06, 0.01], [0.01, -0.01, -0.04], [0.39, -0.13, -0.52], [0.15, 0.31, 0.09], [-0.03, -0.14, -0.08], [-0.05, 0.06, -0.02], [0.01, -0.06, -0.02], [-0.19, -0.12, -0.14], [0.79, -1.43, 0.08], [-0.11, 0.04, -0.01], [0.04, -0.01, 0.00], [0.07, -0.33, 0.17], [-0.01, -0.01, -0.01], [0.00, 0.00, 0.00], [0.00, 0.00, 0.00], [-0.01, 0.04, 0.14], [0.11, -0.06, -0.18], [-0.03, 0.04, 0.07], [-0.04, 0.01, -0.02], [0.02, -0.06, 0.03], [0.02, 0.03, 0.02], [-0.04, 0.08, 0.02], [-0.17, -0.03, 0.04], [0.20, 0.14, 0.18], [0.02, -0.15, -0.12], [-0.06, 0.10, 0.08], [0.04, 0.01, -0.02], [-0.05, -0.01, -0.03], [0.04, 0.00, 0.01], [-0.05, -0.05, 0.05], [0.23, -0.16, 0.06], [-0.10, 0.06, -0.43], [0.02, 0.01, -0.02], [0.01, -0.02, 0.01], [-0.01, -0.01, 0.02], [-0.01, 0.02, 0.01], [0.00, 0.00, 0.00], [0.00, -0.02, 0.00], [-0.09, -0.07, 0.15], [-0.03, 0.02, 0.01], [-0.01, -0.05, -0.04], [0.00, -0.02, -0.02], [-0.01, 0.01, -0.01], [0.01, 0.01, 0.01], [0.01, 0.02, 0.00], [-0.07, -0.06, -0.01], [0.06, 0.12, 0.05], [-0.05, -0.11, -0.13], [0.15, 0.19, 0.07], [-0.04, -0.05, -0.01], [-0.03, -0.02, 0.00], [0.00, 0.03, 0.02], [0.00, -0.02, -0.03], [-0.01, -0.02, 0.06], [0.00, -0.07, 0.01], [0.02, -0.02, 0.01], [-0.01, 0.00, -0.03], [0.00, 0.00, 0.00], [0.01, -0.01, -0.01]],
  "de_lowest_ev": 1.050,
  "s_squared": 3.792,
  "total_charge": -2,
  "e_homo_ev": [0.06, -1.55],
  "multiplicity": 4,
  "e_tot_ev": -102373.954
}

=====

{
  "formula": "C3H6N2",
  "method": "ωB97M-V with the def2-TZVPD basis set",
  "elements": ["C", "N", "C", "C", "N", "H", "H", "H", "H", "H", "H"],
  "positions_angstrom": [[1.5376, -0.4457, 0.0168], [0.2679, -0.5652, 0.3387], [-0.7997, -0.2129, -0.4115], [-2.0852, -0.2069, 0.1636], [-3.1463, -0.1797, 0.6409], [1.8009, -0.2970, -1.0220], [2.2938, -0.6235, 0.7650], [0.9832, 1.5553, -0.2448], [0.0632, -0.7465, 1.3171], [0.2363, 1.6282, -0.3952], [-0.6654, -0.1100, -1.4787]],
  "forces_ev_per_a": [[-0.06, -0.37, -0.03], [0.02, 0.16, 0.04], [0.03, -0.34, -0.09], [-0.86, -0.12, 0.44], [0.96, -0.02, -0.41], [-0.04, 0.01, 0.18], [-0.14, -0.15, -0.03], [-0.13, 0.45, -0.11], [0.02, 0.02, -0.11], [0.21, 0.36, -0.04], [-0.02, 0.02, 0.16]],
  "de_lowest_ev": 3.445,
  "total_charge": 0,
  "e_homo_ev": -8.01,
  "e_tot_ev": -6185.100
}